Arrangement a

ORCA calculation (the ωB97M-V functional and the def2-TZVPD basis) on 2 unconnected molecules or ions with the total composition CH2N2O2S.

Bonds (Å) are listed after each position.
Element x y z (Å)
1 S 1.237 1.469 -0.005  O2 1.442, O3 1.630, C6 1.884
2 O 1.805 1.723 -1.306  S1 1.442
3 O 1.540 -0.033 0.551  S1 1.630, C6 1.420
4 N -0.819 -0.405 0.766  N5 1.253, C6 1.307
5 N -1.922 -0.930 0.486  N4 1.253, H8 0.999
6 C 0.222 -0.118 0.030  S1 1.884, O3 1.420, N4 1.307
7 H 0.383 -0.668 -1.851  no bonds
8 H -2.447 -1.039 1.329  N5 0.999

Output
LUMO	-1.34	eV
multiplicity	1

---

Arrangement b

ORCA calculation (the ωB97M-V functional and the def2-TZVPD basis) on 2 unconnected molecules or ions with the total composition CH2N2O2S.

Bonds (Å) are listed after each position.
Element x y z (Å)
1 S -1.209 0.569 -1.587  N5 1.586
2 O 3.190 0.452 -1.021  C6 1.128
3 O 2.684 -1.049 0.633  C6 1.164
4 N -1.875 0.812 0.885  N5 1.237, H8 0.954
5 N -1.770 0.159 -0.161  S1 1.586, N4 1.237, H7 1.004
6 C 2.900 -0.301 -0.232  O2 1.128, O3 1.164
7 H -1.961 -0.825 -0.114  N5 1.004
8 H -1.959 0.183 1.597  N4 0.954

Output
structure (SMILES)	[H]/N=[NH+]/[S-].O=C=O
LUMO	-0.46	eV
multiplicity	1

---

Q: What are the energies relative to the best structure? A: arrangement a 125.8; arrangement b 0.0, in kcal/mol.